Formula: C80H220N20O20
Source: OMol25
Level of theory: wB97M-V/def2-TZVPD

HOMO level ... -8.083 eV
Gap between HOMO and LUMO ... 8.326 eV
Charge ... 0
Relative energy (zero: lowest compared OMol25 entry of this formula, charge and spin) ... 592.3 kJ/mol
Max |F| ... 3.62 eV/A

Last column: Löwdin charge in e.
CARTESIAN COORDINATES (ANGSTROEM)
C -20.755 -19.219 -19.725  -0.04
C -22.261 -19.582 -19.820  -0.39
C -22.361 -20.630 -20.913  -0.24
O -23.720 -20.918 -21.016  -0.20
C -24.059 -22.019 -21.832  -0.09
N -22.711 -20.001 -18.479  0.06
H -20.163 -20.110 -19.518  0.08
H -20.596 -18.533 -18.893  0.05
H -20.493 -18.604 -20.585  0.08
H -22.900 -18.791 -20.212  0.14
H -21.838 -21.548 -20.647  0.12
H -21.930 -20.262 -21.844  0.13
H -23.661 -21.801 -22.823  0.09
H -25.146 -21.961 -21.887  0.09
H -23.692 -23.002 -21.537  0.08
H -23.565 -20.537 -18.549  0.05
H -22.071 -20.618 -18.001  0.07
C -26.694 -22.792 -4.437  -0.05
C -27.161 -22.204 -5.789  -0.44
C -25.968 -21.461 -6.385  -0.19
O -25.405 -20.392 -5.597  -0.20
C -26.175 -19.201 -5.456  -0.08
N -27.614 -23.306 -6.607  0.05
H -26.228 -22.054 -3.784  0.07
H -26.011 -23.630 -4.574  0.07
H -27.520 -23.209 -3.862  0.07
H -27.975 -21.486 -5.691  0.12
H -26.193 -21.204 -7.420  0.10
H -25.177 -22.200 -6.512  0.11
H -25.623 -18.376 -5.907  0.06
H -26.137 -18.896 -4.410  0.09
H -27.211 -19.275 -5.787  0.09
H -28.393 -23.777 -6.170  0.08
H -27.990 -23.059 -7.511  0.00
C -22.296 -25.027 -10.592  -0.03
C -21.553 -26.311 -10.504  -0.45
C -22.359 -27.586 -10.728  -0.25
O -23.262 -27.780 -9.733  -0.18
C -23.992 -29.034 -9.890  -0.06
N -20.466 -26.307 -11.432  0.05
H -22.390 -24.577 -11.580  0.07
H -21.725 -24.311 -10.001  0.07
H -23.304 -25.098 -10.183  0.07
H -21.064 -26.457 -9.541  0.13
H -21.668 -28.422 -10.836  0.13
H -22.903 -27.456 -11.664  0.11
H -24.772 -29.383 -9.213  0.08
H -23.218 -29.796 -9.800  0.08
H -24.500 -29.053 -10.854  0.08
H -19.763 -26.991 -11.191  0.08
H -20.010 -25.428 -11.230  0.04
C -21.290 -14.515 -12.712  -0.06
C -21.290 -15.237 -11.392  -0.38
C -22.396 -16.245 -11.140  -0.17
O -23.610 -15.525 -10.984  -0.17
C -24.764 -16.301 -11.072  -0.12
N -19.964 -15.887 -11.298  0.05
H -21.181 -15.158 -13.585  0.05
H -20.497 -13.804 -12.940  0.08
H -22.293 -14.156 -12.943  0.07
H -21.351 -14.534 -10.561  0.13
H -22.246 -16.829 -10.233  0.12
H -22.464 -17.008 -11.916  0.11
H -24.927 -16.800 -12.027  0.07
H -25.626 -15.685 -10.815  0.08
H -24.788 -17.059 -10.289  0.07
H -19.872 -16.513 -12.086  0.04
H -19.239 -15.187 -11.358  0.09
C -19.875 -24.762 -15.324  -0.04
C -19.939 -24.445 -16.825  -0.42
C -20.521 -23.064 -17.232  -0.20
O -19.989 -21.960 -16.535  -0.22
C -18.512 -21.820 -16.660  -0.05
N -18.621 -24.787 -17.319  0.03
H -19.158 -24.073 -14.879  0.06
H -19.667 -25.775 -14.980  0.08
H -20.854 -24.530 -14.905  0.05
H -20.615 -25.185 -17.252  0.09
H -21.590 -23.046 -17.025  0.11
H -20.339 -22.955 -18.302  0.11
H -18.164 -21.694 -17.686  0.09
H -18.021 -22.688 -16.220  0.06
H -18.224 -20.983 -16.024  0.07
H -18.562 -24.592 -18.308  0.07
H -18.574 -25.790 -17.217  0.08
C -21.620 -21.297 -1.875  -0.06
C -22.423 -20.836 -3.136  -0.40
C -21.509 -20.411 -4.321  -0.15
O -20.710 -19.221 -3.908  -0.18
C -20.003 -18.698 -4.996  -0.14
N -23.176 -21.988 -3.647  0.05
H -22.339 -21.706 -1.166  0.07
H -21.171 -20.409 -1.430  0.07
H -20.868 -22.063 -2.065  0.07
H -23.067 -19.986 -2.910  0.14
H -22.149 -20.167 -5.169  0.11
H -20.886 -21.269 -4.573  0.11
H -20.782 -18.276 -5.631  0.07
H -19.417 -19.358 -5.635  0.09
H -19.363 -17.874 -4.681  0.08
H -23.819 -21.614 -4.331  0.03
H -22.521 -22.636 -4.060  0.03
C -27.984 -29.175 -16.936  -0.06
C -27.820 -28.138 -18.125  -0.38
C -27.090 -26.785 -17.759  -0.17
O -27.858 -25.912 -16.919  -0.20
C -27.323 -24.609 -16.644  -0.10
N -27.159 -28.867 -19.238  0.02
H -28.457 -30.131 -17.163  0.07
H -28.481 -28.683 -16.100  0.07
H -26.995 -29.350 -16.513  0.06
H -28.811 -27.979 -18.550  0.13
H -26.937 -26.289 -18.718  0.12
H -26.131 -27.005 -17.289  0.10
H -27.372 -23.976 -17.530  0.07
H -26.279 -24.615 -16.332  0.08
H -27.872 -24.123 -15.837  0.08
H -27.678 -29.733 -19.262  0.05
H -26.338 -29.248 -18.790  0.05
C -27.593 -26.169 -9.668  -0.04
C -26.381 -25.509 -10.282  -0.43
C -26.366 -25.314 -11.801  -0.19
O -26.223 -26.571 -12.417  -0.19
C -26.347 -26.468 -13.859  -0.07
N -26.128 -24.251 -9.616  0.06
H -27.672 -27.249 -9.792  0.09
H -28.495 -25.598 -9.890  0.07
H -27.543 -26.176 -8.580  0.07
H -25.535 -26.169 -10.091  0.11
H -25.597 -24.631 -12.162  0.10
H -27.346 -24.946 -12.105  0.12
H -25.454 -25.966 -14.229  0.08
H -27.322 -26.103 -14.183  0.09
H -26.132 -27.480 -14.202  0.08
H -26.037 -24.441 -8.629  0.06
H -25.245 -23.850 -9.898  0.03
C -26.393 -20.784 -15.821  -0.04
C -26.516 -20.744 -17.332  -0.41
C -27.927 -20.749 -17.929  -0.20
O -28.542 -21.959 -17.571  -0.24
C -29.777 -22.261 -18.338  -0.05
N -25.828 -19.501 -17.658  0.03
H -25.360 -20.844 -15.480  0.06
H -26.971 -21.583 -15.357  0.06
H -26.799 -19.851 -15.429  0.08
H -25.876 -21.443 -17.870  0.13
H -27.878 -20.552 -19.000  0.12
H -28.657 -20.073 -17.483  0.13
H -30.542 -21.529 -18.083  0.08
H -30.223 -23.234 -18.129  0.08
H -29.587 -22.362 -19.407  0.08
H -24.877 -19.608 -17.337  0.03
H -25.719 -19.428 -18.660  0.07
C -28.520 -20.611 -8.822  -0.06
C -29.117 -21.678 -9.687  -0.39
C -28.880 -21.505 -11.201  -0.20
O -29.657 -22.340 -12.007  -0.15
C -29.274 -22.321 -13.363  -0.11
N -28.747 -22.995 -9.172  0.03
H -29.153 -19.724 -8.797  0.08
H -27.565 -20.158 -9.089  0.07
H -28.631 -20.914 -7.780  0.07
H -30.194 -21.631 -9.527  0.14
H -27.815 -21.662 -11.370  0.10
H -28.981 -20.442 -11.424  0.12
H -28.245 -22.638 -13.534  0.06
H -29.276 -21.332 -13.822  0.08
H -29.932 -22.985 -13.924  0.09
H -29.483 -23.670 -9.327  0.08
H -27.958 -23.432 -9.627  0.03
C -24.839 -19.924 -11.137  -0.04
C -24.771 -21.501 -11.053  -0.36
C -24.365 -22.190 -12.465  -0.15
O -23.212 -21.621 -13.088  -0.20
C -22.733 -22.427 -14.132  -0.10
N -23.919 -21.996 -10.009  0.06
H -24.775 -19.333 -10.223  0.05
H -25.700 -19.542 -11.685  0.06
H -24.044 -19.405 -11.673  0.05
H -25.773 -21.851 -10.807  0.09
H -25.182 -22.164 -13.186  0.11
H -24.166 -23.240 -12.249  0.08
H -22.448 -23.397 -13.726  0.07
H -21.936 -21.969 -14.718  0.08
H -23.564 -22.603 -14.816  0.08
H -24.163 -21.491 -9.168  0.07
H -22.998 -21.717 -10.315  0.06
C -23.780 -18.533 -14.906  -0.04
C -23.611 -17.355 -15.857  -0.44
C -23.894 -15.951 -15.267  -0.12
O -25.234 -15.963 -14.684  -0.22
C -25.708 -14.733 -14.245  -0.12
N -22.458 -17.494 -16.695  0.05
H -23.114 -18.387 -14.056  0.06
H -23.465 -19.461 -15.382  0.07
H -24.803 -18.592 -14.534  0.07
H -24.448 -17.426 -16.551  0.11
H -23.896 -15.231 -16.086  0.12
H -23.127 -15.606 -14.573  0.10
H -26.689 -14.829 -13.778  0.07
H -25.816 -14.106 -15.130  0.09
H -25.075 -14.230 -13.515  0.09
H -22.604 -16.912 -17.507  0.08
H -22.475 -18.442 -17.045  0.02
C -18.016 -23.620 -7.848  -0.08
C -19.044 -23.570 -8.938  -0.42
C -19.501 -22.118 -9.292  -0.18
O -20.380 -21.634 -8.299  -0.17
C -21.026 -20.415 -8.560  -0.09
N -18.398 -24.218 -10.090  0.05
H -18.439 -23.129 -6.972  0.07
H -17.109 -23.049 -8.046  0.08
H -17.659 -24.619 -7.599  0.09
H -19.885 -24.124 -8.520  0.12
H -19.983 -22.348 -10.242  0.11
H -18.612 -21.590 -9.635  0.12
H -20.272 -19.631 -8.488  0.07
H -21.635 -20.255 -7.670  0.08
H -21.717 -20.321 -9.397  0.08
H -17.457 -23.864 -9.991  0.06
H -18.281 -25.214 -9.970  0.07
C -23.426 -25.648 -18.404  -0.04
C -22.564 -26.894 -18.156  -0.44
C -22.709 -27.546 -16.761  -0.17
O -22.299 -26.599 -15.740  -0.22
C -22.052 -27.177 -14.417  -0.09
N -22.922 -27.881 -19.138  0.03
H -23.079 -25.052 -19.248  0.07
H -23.349 -25.001 -17.530  0.06
H -24.501 -25.824 -18.449  0.06
H -21.513 -26.634 -18.277  0.12
H -22.197 -28.499 -16.632  0.12
H -23.728 -27.866 -16.541  0.11
H -21.444 -28.075 -14.310  0.09
H -23.009 -27.371 -13.933  0.07
H -21.600 -26.385 -13.821  0.04
H -22.248 -28.630 -19.208  0.08
H -22.880 -27.348 -19.995  0.07
C -17.506 -21.454 -12.709  -0.07
C -16.117 -21.957 -13.140  -0.38
C -14.988 -21.290 -12.297  -0.19
O -15.029 -21.599 -10.904  -0.20
C -14.245 -20.750 -10.037  -0.09
N -16.220 -23.434 -13.072  0.04
H -18.275 -21.787 -13.406  0.06
H -17.445 -20.366 -12.750  0.08
H -17.761 -21.824 -11.716  0.05
H -15.943 -21.596 -14.154  0.13
H -14.950 -20.220 -12.499  0.12
H -13.992 -21.606 -12.608  0.12
H -14.726 -19.785 -9.879  0.08
H -13.221 -20.564 -10.361  0.08
H -14.171 -21.203 -9.048  0.08
H -16.335 -23.781 -12.130  0.05
H -17.111 -23.686 -13.475  0.04
C -21.493 -25.359 -4.590  -0.03
C -22.034 -24.912 -6.039  -0.37
C -23.453 -25.268 -6.534  -0.22
O -23.724 -26.606 -6.358  -0.14
C -24.999 -26.950 -6.854  -0.10
N -21.736 -23.496 -6.130  0.04
H -22.120 -25.064 -3.749  0.06
H -20.548 -24.906 -4.290  0.06
H -21.348 -26.439 -4.550  0.06
H -21.394 -25.341 -6.810  0.11
H -23.484 -24.961 -7.580  0.12
H -24.138 -24.659 -5.945  0.12
H -25.103 -26.936 -7.939  0.06
H -25.811 -26.344 -6.452  0.08
H -25.215 -27.980 -6.573  0.09
H -22.217 -23.059 -6.903  0.07
H -20.741 -23.432 -6.294  0.05
C -28.327 -16.736 -11.113  -0.06
C -28.648 -17.212 -12.529  -0.43
C -29.610 -16.275 -13.271  -0.20
O -30.896 -16.504 -12.712  -0.18
C -31.910 -15.690 -13.257  -0.12
N -27.424 -17.535 -13.241  0.07
H -27.702 -17.469 -10.603  0.07
H -29.268 -16.797 -10.566  0.08
H -27.956 -15.717 -10.999  0.07
H -29.188 -18.145 -12.371  0.12
H -29.611 -16.592 -14.314  0.12
H -29.277 -15.237 -13.263  0.12
H -32.911 -16.087 -13.092  0.09
H -31.767 -15.476 -14.316  0.08
H -31.848 -14.674 -12.867  0.08
H -27.648 -17.682 -14.215  0.07
H -26.690 -16.841 -13.238  0.02
C -22.511 -12.616 -7.627  -0.04
C -23.658 -12.335 -6.616  -0.43
C -24.549 -13.510 -6.248  -0.21
O -25.085 -14.107 -7.427  -0.20
C -26.030 -15.205 -7.286  -0.07
N -23.083 -11.747 -5.415  0.03
H -21.702 -13.191 -7.178  0.06
H -22.123 -11.763 -8.185  0.08
H -22.931 -13.275 -8.387  0.06
H -24.382 -11.644 -7.046  0.13
H -25.329 -13.128 -5.588  0.12
H -23.907 -14.100 -5.594  0.12
H -26.256 -15.611 -8.271  0.08
H -26.924 -14.799 -6.812  0.09
H -25.673 -16.032 -6.672  0.06
H -22.232 -11.231 -5.583  0.07
H -23.754 -11.141 -4.963  0.07
C -18.502 -15.145 -7.848  -0.06
C -19.378 -16.361 -7.572  -0.39
C -20.865 -16.030 -7.426  -0.20
O -21.714 -17.179 -7.458  -0.23
C -23.081 -16.879 -7.338  -0.11
N -19.298 -17.220 -8.790  0.05
H -18.457 -14.528 -6.950  0.08
H -18.892 -14.564 -8.683  0.07
H -17.501 -15.449 -8.156  0.08
H -19.003 -16.786 -6.642  0.11
H -21.211 -15.396 -8.242  0.11
H -21.019 -15.465 -6.506  0.12
H -23.261 -16.514 -6.326  0.09
H -23.636 -17.789 -7.564  0.09
H -23.456 -16.151 -8.057  0.07
H -20.011 -17.919 -8.640  0.01
H -19.669 -16.640 -9.530  0.00
C -18.370 -15.619 -14.994  -0.06
C -18.606 -17.169 -15.356  -0.34
C -19.835 -17.803 -14.656  -0.19
O -19.544 -17.914 -13.268  -0.24
C -20.242 -19.019 -12.658  -0.08
N -18.746 -17.107 -16.845  0.02
H -19.249 -14.974 -15.008  0.05
H -17.613 -15.087 -15.570  0.07
H -18.093 -15.638 -13.940  0.06
H -17.653 -17.612 -15.067  0.13
H -20.103 -18.796 -15.019  0.11
H -20.760 -17.233 -14.739  0.09
H -19.943 -19.123 -11.615  0.09
H -20.212 -19.996 -13.140  0.08
H -21.297 -18.743 -12.657  0.06
H -19.510 -16.487 -17.075  0.06
H -18.737 -17.996 -17.325  0.05